Record 1
A molecular structure, C47H43I2KN10O4S2Se2, computed with the ωB97M-V functional and the def2-TZVPD basis.

```
111
Properties=species:S:1:pos:R:3:lowdin_charge:R:1
K -0.853 0.746 1.089 0.69
Se -3.307 -1.946 4.657 0.62
Se -1.028 -2.043 4.423 0.63
C -0.800 -2.707 2.609 -0.65
C -0.292 -3.988 2.453 -0.13
C -0.095 -4.457 1.164 -0.09
C -0.421 -3.642 0.098 -0.08
C -0.919 -2.370 0.360 -0.17
N -1.102 -1.905 1.595 0.01
C -3.648 -0.127 4.086 -0.68
C -4.934 0.316 3.794 -0.12
C -5.066 1.581 3.254 -0.07
C -3.941 2.385 3.092 -0.05
C -2.726 1.874 3.508 -0.14
N -2.588 0.633 3.972 0.02
H -0.050 -4.583 3.323 0.09
H 0.305 -5.452 0.999 0.10
H -0.293 -3.954 -0.929 0.08
H -1.196 -1.720 -0.461 0.08
H -5.783 -0.346 3.899 0.10
H -6.039 1.926 2.928 0.11
H -4.002 3.377 2.662 0.10
H -1.814 2.457 3.485 0.09
I 2.119 3.329 5.297 0.81
C 0.784 4.403 4.084 -0.64
C 0.436 5.705 4.418 -0.26
C -0.447 6.410 3.635 -0.68
I -0.924 8.381 4.226 0.78
C -1.007 5.837 2.471 -0.23
C -1.919 6.479 1.603 -0.07
C -2.395 5.828 0.499 -0.07
C -1.961 4.516 0.243 -0.14
N -1.125 3.888 1.030 0.13
C -0.643 4.503 2.130 -0.16
C 0.263 3.695 2.968 -0.52
O 0.516 2.502 2.701 -0.17
H 0.863 6.161 5.301 0.07
H -2.236 7.490 1.826 0.05
H -3.096 6.311 -0.170 0.09
H -2.315 3.963 -0.622 0.10
N -4.853 -5.610 -3.131 0.07
C -4.726 -4.460 -2.329 -0.34
C -3.984 -4.498 -1.155 -0.04
C -3.892 -3.370 -0.350 -0.06
C -4.506 -2.190 -0.730 -0.27
C -5.289 -2.160 -1.875 -0.08
C -5.405 -3.287 -2.665 -0.04
S -4.356 -0.765 0.349 0.60
O -4.184 -1.383 1.644 -0.37
O -5.581 -0.005 0.169 -0.34
N -3.056 0.139 0.085 -0.17
C -2.690 0.424 -1.185 -0.50
N -1.597 1.210 -1.332 0.05
C -1.141 1.370 -2.561 -0.16
C -1.767 0.857 -3.687 -0.10
C -2.938 0.163 -3.441 -0.15
N -3.414 -0.053 -2.227 0.12
H -4.078 -6.247 -3.034 0.07
H -5.034 -5.405 -4.101 0.07
H -3.475 -5.412 -0.867 0.10
H -3.362 -3.400 0.592 0.10
H -5.792 -1.239 -2.134 0.11
H -6.019 -3.268 -3.561 0.10
H -0.231 1.959 -2.651 0.11
H -1.362 0.982 -4.679 0.09
H -3.530 -0.248 -4.257 0.10
C 5.121 -0.958 -3.991 -0.08
C 4.552 -1.771 -2.832 -0.24
N 3.176 -2.170 -3.071 -0.15
C 2.975 -3.473 -3.666 -0.29
C 2.891 -4.577 -2.615 -0.09
C 2.129 -1.353 -2.688 -0.78
S 0.529 -1.854 -2.965 0.63
N 2.546 -0.185 -2.203 0.08
C 1.931 0.553 -1.260 -0.47
O 1.086 0.197 -0.439 -0.09
C 2.515 1.954 -1.138 -0.12
C 2.014 2.825 -0.174 -0.01
C 2.564 4.089 -0.010 -0.07
C 3.619 4.501 -0.812 -0.11
C 4.122 3.640 -1.781 -0.11
C 3.576 2.374 -1.939 -0.04
H 6.138 -0.620 -3.775 0.07
H 4.487 -0.086 -4.153 0.06
H 5.137 -1.547 -4.912 0.06
H 4.592 -1.181 -1.919 0.09
H 5.146 -2.679 -2.681 0.11
H 3.798 -3.664 -4.363 0.11
H 2.043 -3.445 -4.228 0.05
H 3.802 -4.618 -2.011 0.06
H 2.738 -5.555 -3.080 0.06
H 2.047 -4.364 -1.957 0.04
H 1.199 2.512 0.462 0.07
H 2.168 4.749 0.754 0.10
H 4.052 5.486 -0.681 0.09
H 4.948 3.955 -2.409 0.09
H 3.963 1.688 -2.680 0.08
C 6.107 -0.479 1.386 -0.05
C 4.656 -0.872 1.449 -0.28
C 4.171 -1.975 0.756 -0.04
C 2.828 -2.306 0.867 -0.12
N 1.971 -1.617 1.608 0.10
C 2.423 -0.542 2.245 -0.12
C 3.749 -0.140 2.207 -0.01
H 6.682 -1.197 0.800 0.07
H 6.535 -0.434 2.390 0.07
H 6.222 0.507 0.931 0.08
H 4.828 -2.564 0.125 0.10
H 2.419 -3.152 0.323 0.09
H 1.690 0.035 2.804 0.11
H 4.058 0.750 2.744 0.11
```

HOMO-LUMO gap = 5.97 eV
Maximum force = 0.0281 Eh/bohr
E_tot = -9460.12136 Eh
Charge = -2
Highest occupied orbital energy = -2.666 eV
Energy relative to the best compared isomer or geometry (same formula, charge and spin) = 62.7 kJ/mol
2S+1 = 1


Record 2
6 unconnected molecules or ions with the total composition C47H43N4O21S2, computed with the ωB97M-V functional and the def2-TZVPD basis.

```
117
Properties=species:S:1:pos:R:3:lowdin_charge:R:1
C 0.816 1.733 5.196 0.09
C 0.486 1.371 3.855 -0.09
C 0.208 0.855 2.289 -0.14
C 0.573 -0.744 2.277 -0.05
C -0.069 -1.668 3.502 0.05
C 0.304 -3.277 3.570 -0.42
S -0.424 -4.314 4.982 0.70
C 1.297 -3.876 2.410 -0.13
N 1.717 -5.330 2.431 0.07
N 1.820 -2.977 1.281 0.12
C 1.526 -1.499 1.148 -0.01
C 2.096 -0.529 -0.080 -0.15
C 2.350 -1.329 -1.489 -0.19
C 3.733 -2.207 -1.553 -0.21
C 4.806 -1.892 -0.344 -0.22
C 6.203 -2.746 -0.506 -0.20
C 5.966 -4.356 -0.150 -0.25
C 6.314 -4.674 1.436 -0.46
S 6.185 -6.518 1.858 0.84
C 4.997 -7.383 0.670 -0.46
N 3.620 -6.884 0.261 -0.07
N 3.027 -7.808 -0.600 -0.02
C 4.077 -8.918 -0.744 -0.03
O 5.329 -8.670 0.029 -0.08
H 0.904 2.170 6.296 0.08
H 1.052 1.400 1.647 0.13
H -0.880 1.121 1.949 0.10
H -0.780 -1.241 4.329 0.12
H 0.420 -5.398 5.291 -0.11
H 1.388 -5.864 1.597 0.10
H 1.497 -5.806 3.333 0.07
H 2.443 -3.462 0.579 0.13
H 1.207 0.239 -0.292 0.10
H 3.005 0.150 0.266 0.14
H 1.454 -2.085 -1.646 0.12
H 2.334 -0.590 -2.398 0.12
H 3.424 -3.350 -1.487 0.10
H 4.219 -2.071 -2.631 0.13
H 5.095 -0.742 -0.452 0.12
H 4.346 -2.001 0.738 0.11
H 6.543 -2.625 -1.633 0.12
H 6.995 -2.298 0.255 0.12
H 6.664 -4.971 -0.891 0.13
H 4.856 -4.624 -0.412 0.07
H 7.400 -4.274 1.643 0.10
H 5.567 -4.093 2.130 0.08
H 3.938 -9.897 -1.381 0.14
C 11.321 1.531 -0.047 0.08
C 10.104 1.536 0.501 -0.21
C 8.954 0.864 -0.164 -0.31
O 7.852 0.869 0.373 0.08
C 9.192 0.213 -1.462 0.07
C 10.408 0.211 -2.011 -0.20
C 11.564 0.859 -1.333 -0.30
O 12.674 0.825 -1.854 0.12
O 10.638 -0.396 -3.232 0.08
O 9.868 2.168 1.708 0.08
H 12.167 2.014 0.426 0.14
H 8.343 -0.257 -1.942 0.13
H 11.594 -0.264 -3.413 0.12
H 8.913 2.030 1.892 0.12
C -1.821 -0.909 -2.655 0.07
C -2.475 -1.009 -3.814 -0.20
C -2.911 0.202 -4.563 -0.29
O -3.493 0.079 -5.635 0.13
C -2.625 1.519 -3.971 0.09
C -1.975 1.618 -2.811 -0.21
C -1.514 0.408 -2.076 -0.30
O -0.902 0.532 -1.020 0.06
O -1.705 2.852 -2.248 0.08
O -2.769 -2.243 -4.363 0.08
H -1.496 -1.781 -2.101 0.13
H -2.964 2.390 -4.517 0.14
H -1.225 2.659 -1.413 0.11
H -3.243 -2.050 -5.201 0.08
C -4.466 3.337 1.986 0.08
C -5.577 3.774 2.583 -0.22
C -5.630 3.989 4.056 -0.31
O -6.659 4.410 4.573 0.12
C -4.427 3.676 4.842 0.09
C -3.318 3.235 4.245 -0.20
C -3.256 3.047 2.770 -0.28
O -2.216 2.658 2.248 0.06
O -2.184 2.937 4.978 0.06
O -6.720 4.046 1.853 0.08
H -4.413 3.179 0.916 0.14
H -4.485 3.819 5.913 0.14
H -1.518 2.639 4.320 0.05
H -7.383 4.349 2.511 0.12
C -7.595 9.395 2.372 0.08
C -6.999 8.221 2.154 -0.20
C -5.696 7.886 2.792 -0.29
O -5.181 6.792 2.587 0.10
C -5.068 8.901 3.652 0.08
C -5.663 10.076 3.867 -0.20
C -6.979 10.400 3.251 -0.30
O -7.510 11.481 3.482 0.11
O -5.077 11.035 4.672 0.08
O -7.571 7.272 1.326 0.08
H -8.544 9.651 1.916 0.14
H -4.112 8.651 4.095 0.14
H -5.701 11.793 4.671 0.12
H -6.949 6.512 1.332 0.09
C -6.248 -3.309 -4.833 0.08
C -5.908 -3.188 -6.118 -0.19
C -6.903 -3.406 -7.204 -0.30
O -6.566 -3.268 -8.375 0.11
C -8.270 -3.788 -6.821 0.08
C -8.609 -3.913 -5.536 -0.21
C -7.622 -3.668 -4.449 -0.30
O -7.967 -3.773 -3.277 0.11
O -9.892 -4.275 -5.168 0.08
O -4.618 -2.853 -6.486 0.06
H -5.536 -3.152 -4.033 0.13
H -8.979 -3.961 -7.621 0.14
H -9.886 -4.296 -4.186 0.12
H -4.626 -2.826 -7.468 0.13
```

HOMO-LUMO gap = 6.89 eV
Maximum force = 0.1955 Eh/bohr
E_tot = -4411.27376 Eh
Charge = +1
Highest occupied orbital energy = -10.961 eV
Energy relative to the best compared isomer or geometry (same formula, charge and spin) = 1687.1 kJ/mol
2S+1 = 1


Record 3
A molecular structure, C47H44BrCdIN5OP2Se2Te, computed with the ωB97M-V functional and the def2-TZVPD basis.

```
105
Properties=species:S:1:pos:R:3:lowdin_charge:R:1
Cd -0.764 0.483 -0.725 0.90
Te 1.832 -1.232 2.552 1.26
C 1.792 -1.859 4.562 -0.56
C 0.695 -2.514 5.100 -0.13
C 0.738 -2.903 6.431 -0.15
N 1.783 -2.695 7.230 0.06
C 2.831 -2.070 6.702 -0.15
C 2.884 -1.626 5.387 -0.14
C -0.232 -0.920 2.294 -1.00
P -0.871 -1.700 0.829 0.75
C -2.625 -2.159 1.049 -0.41
C -3.392 -2.442 -0.082 -0.15
C -4.716 -2.827 0.037 -0.08
C -5.298 -2.918 1.297 -0.07
C -4.544 -2.642 2.426 -0.06
C -3.209 -2.274 2.302 -0.10
C -0.116 -3.344 0.589 -0.40
C -0.670 -4.453 1.229 -0.07
C -0.086 -5.704 1.095 -0.07
C 1.046 -5.864 0.309 -0.07
C 1.602 -4.766 -0.334 -0.08
C 1.029 -3.512 -0.188 -0.16
P -0.542 0.823 2.013 0.71
C 0.337 1.822 3.262 -0.41
C 0.524 1.318 4.551 -0.12
C 1.097 2.107 5.533 -0.06
C 1.473 3.414 5.246 -0.07
C 1.258 3.932 3.980 -0.08
C 0.684 3.140 2.992 -0.15
C -2.238 1.289 2.511 -0.39
C -2.853 0.720 3.622 -0.10
C -4.105 1.155 4.029 -0.07
C -4.744 2.180 3.343 -0.07
C -4.123 2.777 2.256 -0.09
C -2.877 2.328 1.840 -0.16
H -0.187 -2.705 4.499 0.08
H -0.111 -3.412 6.875 0.10
H 3.675 -1.903 7.364 0.11
H 3.760 -1.095 5.034 0.09
H -2.952 -2.343 -1.067 0.07
H -5.301 -3.043 -0.848 0.11
H -6.338 -3.203 1.394 0.11
H -4.992 -2.717 3.409 0.11
H -2.605 -2.084 3.179 0.09
H -1.560 -4.344 1.834 0.10
H -0.516 -6.555 1.606 0.11
H 1.498 -6.842 0.202 0.11
H 2.495 -4.881 -0.935 0.11
H 1.487 -2.655 -0.665 0.04
H 0.225 0.303 4.780 0.08
H 1.248 1.701 6.525 0.11
H 1.923 4.030 6.015 0.11
H 1.533 4.955 3.756 0.10
H 0.506 3.565 2.011 0.06
H -2.331 -0.050 4.178 0.10
H -4.580 0.702 4.891 0.11
H -5.720 2.521 3.664 0.11
H -4.609 3.587 1.727 0.11
H -2.398 2.791 0.981 0.08
C 0.228 4.540 -2.439 -0.03
N 0.297 3.535 -3.494 -0.09
C 1.142 3.581 -4.581 -0.02
C 0.798 2.560 -5.396 -0.03
N -0.260 1.907 -4.796 -0.12
C -0.986 0.765 -5.333 -0.02
C -0.554 2.508 -3.632 -0.72
Se -1.930 2.023 -2.464 0.55
H 1.136 5.132 -2.476 0.08
H 0.147 4.052 -1.472 0.04
H -0.640 5.176 -2.601 0.11
H 1.915 4.325 -4.663 0.13
H 1.196 2.250 -6.346 0.13
H -0.497 0.441 -6.248 0.10
H -2.014 1.050 -5.545 0.10
H -0.985 -0.035 -4.599 0.05
Br 3.048 5.529 0.043 0.75
C 3.660 4.484 -1.409 -0.75
C 4.436 5.117 -2.373 -0.13
C 4.923 4.398 -3.452 -0.08
C 4.634 3.045 -3.567 -0.09
C 3.855 2.415 -2.610 -0.17
C 3.355 3.128 -1.527 -0.70
I 2.177 2.150 -0.094 0.95
H 4.667 6.167 -2.259 0.10
H 5.538 4.893 -4.192 0.11
H 5.030 2.474 -4.397 0.11
H 3.630 1.360 -2.697 0.03
O -4.995 0.702 -0.575 0.10
C -3.916 0.505 -0.329 -0.07
C -1.155 -2.560 -2.942 -0.04
N -0.077 -2.460 -3.909 -0.12
C 0.008 -3.199 -5.076 -0.03
C 1.117 -2.792 -5.723 -0.03
N 1.691 -1.798 -4.950 -0.12
C 2.941 -1.112 -5.237 -0.03
C 0.964 -1.609 -3.830 -0.69
Se 1.407 -0.395 -2.491 0.55
H -1.420 -3.607 -2.805 0.11
H -2.024 -1.999 -3.290 0.10
H -0.810 -2.153 -1.996 -0.01
H -0.727 -3.941 -5.332 0.13
H 1.550 -3.116 -6.652 0.13
H 3.264 -1.387 -6.238 0.10
H 3.701 -1.401 -4.513 0.10
H 2.787 -0.035 -5.174 0.07
```

HOMO-LUMO gap = 6.99 eV
Maximum force = 0.0123 Eh/bohr
E_tot = -10959.27205 Eh
Charge = +1
Highest occupied orbital energy = -9.026 eV
Energy relative to the best compared isomer or geometry (same formula, charge and spin) = 0.0 kJ/mol
2S+1 = 1


Record 4
A molecular structure, C47H44F9ILaN4O10PSSi, computed with the ωB97M-V functional and the def2-TZVPD basis.

```
119
Properties=species:S:1:pos:R:3:lowdin_charge:R:1
La 1.399 0.502 0.706 1.48
C 3.394 1.140 -4.924 -0.05
N 2.082 1.166 -4.296 -0.13
C 0.930 0.850 -5.121 -0.03
C 1.952 1.289 -2.957 -0.47
O 0.917 1.047 -2.351 -0.06
C 3.159 1.850 -2.211 -0.17
O 2.814 2.283 -0.917 -0.27
C 2.389 3.623 -0.791 -0.11
C 0.910 3.703 -0.442 -0.42
O 0.223 2.691 -0.390 -0.08
N 0.406 4.941 -0.244 -0.11
C -0.921 5.085 0.349 -0.02
C 1.251 6.131 -0.271 -0.04
H 3.348 0.478 -5.787 0.09
H 4.134 0.728 -4.238 0.08
H 3.715 2.131 -5.266 0.09
H 1.044 -0.126 -5.597 0.09
H 0.813 1.609 -5.900 0.09
H 0.040 0.832 -4.498 0.08
H 3.619 2.661 -2.782 0.13
H 3.887 1.049 -2.079 0.06
H 2.588 4.175 -1.714 0.13
H 2.954 4.064 0.028 0.12
H -1.387 4.112 0.464 0.07
H -1.551 5.716 -0.282 0.09
H -0.840 5.539 1.340 0.10
H 1.750 6.241 -1.237 0.09
H 2.004 6.116 0.518 0.08
H 0.611 6.998 -0.125 0.09
O -2.247 2.697 2.313 0.02
C -1.120 2.209 2.439 -0.62
O -0.673 1.173 1.841 -0.23
C -0.176 2.900 3.403 -0.04
C -0.637 3.263 4.631 0.06
C 0.188 3.947 5.540 -0.16
C 1.444 4.361 5.158 0.06
C 1.907 4.066 3.893 -0.06
C 1.177 3.205 2.986 -0.28
O 1.676 2.739 1.928 -0.22
N 3.191 4.640 3.532 -0.34
O 3.960 4.961 4.429 0.04
O 3.431 4.850 2.354 0.05
N -0.301 4.278 6.856 -0.37
O -1.448 3.964 7.146 0.04
O 0.443 4.864 7.636 0.03
H -1.655 3.034 4.916 0.13
H 2.057 4.942 5.827 0.12
I 4.319 0.618 1.675 -0.12
C 0.271 -4.983 4.124 -0.19
Si 0.456 -3.146 4.461 0.38
C 1.977 -2.902 5.528 -0.20
C -1.014 -2.566 5.473 -0.19
C 0.626 -2.243 2.903 -0.25
C 0.867 -1.540 1.923 -0.32
H 0.004 -5.530 5.036 0.02
H 1.205 -5.396 3.731 0.03
H -0.512 -5.159 3.379 0.01
H 1.949 -3.554 6.407 0.02
H 2.047 -1.865 5.870 0.03
H 2.884 -3.124 4.958 0.03
H -0.937 -2.925 6.504 0.02
H -1.954 -2.930 5.059 0.01
H -1.054 -1.471 5.494 0.03
S 3.203 -1.347 -1.792 0.53
C 3.802 -2.993 -1.653 -0.70
C 5.128 -3.237 -1.264 -0.13
C 5.627 -4.530 -1.168 -0.12
C 4.823 -5.627 -1.458 -0.14
C 3.506 -5.405 -1.840 -0.12
C 3.003 -4.112 -1.933 -0.13
H 5.755 -2.388 -1.021 0.09
H 6.654 -4.684 -0.852 0.09
H 5.212 -6.635 -1.370 0.08
H 2.859 -6.246 -2.070 0.09
H 1.968 -3.961 -2.213 0.07
F -4.723 -5.591 1.639 0.11
C -4.095 -4.698 2.442 -0.57
F -5.047 -4.104 3.192 0.12
F -3.336 -5.429 3.288 0.13
C -3.302 -3.707 1.650 -0.14
C -2.632 -4.135 0.515 -0.01
C -1.965 -3.213 -0.278 -0.05
C -1.956 -1.863 0.062 -0.35
C -2.547 -1.461 1.262 -0.09
C -3.237 -2.374 2.041 0.00
P -1.152 -0.581 -0.991 1.11
C -2.563 0.595 -1.202 -0.32
C -3.898 0.295 -0.941 -0.07
C -4.896 1.224 -1.197 0.00
C -4.563 2.468 -1.712 -0.13
C -3.238 2.788 -1.962 0.00
C -2.246 1.856 -1.706 -0.06
C -5.633 3.453 -2.051 -0.57
F -5.938 3.423 -3.375 0.12
F -5.266 4.721 -1.778 0.13
F -6.783 3.218 -1.389 0.12
C -1.264 -1.470 -2.616 -0.34
C -0.098 -2.026 -3.131 -0.10
C -0.112 -2.733 -4.324 -0.01
C -1.299 -2.873 -5.027 -0.14
C -2.474 -2.329 -4.527 -0.01
C -2.455 -1.640 -3.324 -0.05
C -1.282 -3.552 -6.357 -0.57
F -2.519 -3.868 -6.794 0.12
F -0.724 -2.764 -7.310 0.12
F -0.565 -4.694 -6.340 0.13
H -2.650 -5.181 0.236 0.12
H -1.459 -3.554 -1.173 0.11
H -2.461 -0.424 1.578 0.11
H -3.728 -2.052 2.950 0.12
H -4.172 -0.665 -0.523 0.11
H -5.931 0.981 -0.993 0.12
H -2.982 3.771 -2.341 0.12
H -1.206 2.104 -1.876 0.08
H 0.846 -1.895 -2.607 0.02
H 0.808 -3.168 -4.702 0.13
H -3.404 -2.452 -5.069 0.11
H -3.382 -1.232 -2.945 0.10
```

HOMO-LUMO gap = 6.00 eV
Maximum force = 0.0364 Eh/bohr
E_tot = -5046.17079 Eh
Charge = -2
Highest occupied orbital energy = -2.594 eV
Energy relative to the best compared isomer or geometry (same formula, charge and spin) = 0.0 kJ/mol
2S+1 = 1